Entry 1:
ORCA calculation (wB97M-V/def2-TZVPD) on 2 unconnected molecules or ions with the total composition C6H12N2.

The energy above the lowest of the compared OMol25 structures with the same formula, charge and spin is 68.3 kcal/mol. As for the LUMO energy: 0.0239 Eh. Its HOMO-LUMO gap is 9.205 eV.

Geometry (Å):
C  -1.41321  0.66465  0.24749
C  0.28179  1.76388  1.23802
C  -0.39710  -2.04174  0.64333
C  -0.55831  0.13968  -0.72893
C  0.06738  -1.19590  -0.51489
N  1.28549  1.88231  0.36106
C  1.02686  -1.62409  -1.34057
N  0.01349  0.92950  -1.65225
H  -0.59462  1.72786  -1.83948
H  0.88874  1.70856  -0.75005
H  1.95395  1.12009  0.45387
H  -1.95674  1.57151  0.00660
H  -1.89578  0.02331  0.97253
H  -0.36784  2.62294  1.35167
H  0.39427  1.11280  2.09897
H  -1.46574  -2.25856  0.57139
H  -0.23374  -1.54042  1.60059
H  0.13768  -2.99056  0.66817
H  1.33555  -1.02684  -2.18655
H  1.49790  -2.58899  -1.20098

Force components x, y, z for each atom (eV/Å):
C 0.4 0.2 0.1
C -0.5 -0.3 -0.4
C 0.0 0.0 0.0
C 0.5 0.7 -0.1
C 0.2 -0.3 -0.1
N -0.2 -0.2 -0.8
C -0.2 0.1 0.1
N -0.4 -0.4 0.0
H 0.0 0.0 0.2
H 0.3 0.0 0.9
H 0.0 0.0 0.1
H 0.0 0.0 0.0
H 0.0 0.0 0.0
H 0.0 -0.1 0.1
H 0.0 0.1 0.0
H 0.0 0.0 0.0
H 0.0 0.0 0.0
H 0.0 0.0 0.0
H 0.0 0.1 0.0
H 0.0 0.0 0.1

Atom charges from the Mulliken analysis, given in e for atoms 1 to 8: C -1.28; C -0.33; C -1.31; C 0.61; C 0.94; N -0.60; C -1.16; N -0.85

***

Entry 2:
ORCA calculation (wB97M-V/def2-TZVPD) on 3 unconnected molecules or ions with the total composition C7H6N2O4S.

The energy above the lowest of the compared OMol25 structures with the same formula, charge and spin is 6.7 kcal/mol. As for the LUMO energy: -0.0515 Eh. Its HOMO-LUMO gap is 8.544 eV.

Geometry (Å):
C  0.12687  0.96809  1.93656
C  0.45751  1.03705  0.58716
C  0.23857  -0.19706  2.55842
C  0.78868  -0.07078  -0.16082
C  0.65717  -1.37356  1.82961
C  0.85781  -1.35983  0.43217
C  0.95578  -2.48103  -0.44830
N  1.08463  -3.38291  -1.17986
N  -0.97521  -1.59125  -2.42111
O  -0.61089  -2.64033  -3.25791
O  -2.00124  -1.07618  -2.67044
O  -0.38676  3.99248  -1.34904
O  -1.74160  5.20974  0.36319
S  -1.47239  4.86472  -1.00201
H  -0.15525  1.95442  2.48399
H  0.36036  1.93009  -0.00359
H  0.16335  -0.46960  3.66855
H  0.83599  -0.01762  -1.17267
H  0.78111  -2.27646  2.36110
H  0.03550  -3.01998  -2.55498

Force components x, y, z for each atom (eV/Å):
C -0.4 4.2 0.1
C -0.2 -0.1 -1.0
C 1.5 -5.1 2.0
C -0.6 -1.2 2.8
C -0.5 1.2 -0.9
C -0.7 2.0 1.2
C 0.9 -1.9 -0.6
N -0.3 1.6 1.4
N -0.5 0.3 0.1
O 0.4 0.1 2.0
O 0.4 -0.3 -0.6
O -0.3 0.2 0.4
O 0.3 -0.3 -0.3
S -0.1 0.1 -0.1
H 0.4 -2.0 -1.0
H 0.0 0.5 0.3
H -0.3 1.2 -1.7
H 0.4 0.4 -2.8
H 0.0 -0.9 0.5
H -0.5 -0.1 -1.8

Atom charges from the Mulliken analysis, given in e for atoms 1 to 8: C -0.33; C -0.32; C -0.29; C -0.51; C -0.39; C 0.32; C 0.31; N -0.65

***

Entry 3:
ORCA calculation (wB97M-V/def2-TZVPD) on a molecular structure, C64H108B3Mn2O54.

The multiplicity is 11. As for the total charge: +1. As for the LUMO energy (spin up / spin down): -0.0587 / -0.0609 Eh. Its HOMO-LUMO gap (spin up / spin down) is 9.214 / 9.154 eV.

Geometry (Å):
Mn  -28.49025  2.26975  17.76577
Mn  -25.78742  2.20177  7.11706
O  -26.24116  -0.31663  10.19283
C  -26.16908  0.58581  10.97972
O  -26.32038  0.49105  12.28261
B  -26.19776  1.78633  12.91727
O  -25.77109  2.76725  11.94279
C  -25.78356  2.11813  10.71306
O  -25.67811  2.69418  9.66283
O  -25.39120  1.74465  14.15103
C  -26.00631  1.88448  15.30227
O  -25.58483  1.71015  16.38992
C  -27.43650  2.18490  14.84864
O  -27.52602  2.17740  13.57548
O  -28.34195  2.33382  15.59988
O  -28.48984  4.78255  9.08642
C  -27.41876  5.30311  8.99545
O  -26.86414  6.21275  9.75165
B  -25.42475  6.59080  9.27643
O  -25.33914  5.88554  8.05529
C  -26.30185  5.08597  7.88498
O  -26.35647  4.25218  6.95455
O  -24.24296  6.17964  10.13932
C  -23.81411  7.21821  10.80807
O  -23.03085  7.09277  11.73523
C  -24.52129  8.45110  10.28175
O  -25.36589  8.05464  9.32429
O  -24.38177  9.58034  10.69991
O  -28.93543  -2.59817  11.07081
C  -28.68879  -2.41699  12.21981
O  -29.48381  -1.89492  13.09451
B  -28.92927  -1.91873  14.42131
O  -27.66107  -2.62413  14.26554
C  -27.42091  -2.74861  12.92745
O  -26.37211  -3.07210  12.41429
O  -29.73616  -2.65051  15.46084
C  -29.99426  -1.88790  16.47063
O  -30.77808  -2.04475  17.36110
C  -29.14129  -0.59766  16.32159
O  -28.74286  -0.53178  15.08435
O  -28.88335  0.20575  17.15394
C  -21.85256  5.70632  14.32883
C  -22.97749  4.94647  14.91911
C  -23.24680  5.07924  16.40849
O  -24.65626  4.89298  16.48181
C  -25.22713  4.92678  15.25135
O  -26.30139  4.60308  15.04167
O  -24.33754  5.24170  14.36819
H  -21.87988  5.56954  13.21199
H  -20.93115  5.26810  14.74836
H  -21.84960  6.75826  14.49589
H  -22.89419  3.92784  14.64688
H  -22.95244  6.14842  16.59996
H  -22.84071  4.27753  17.03417
C  -26.59508  -4.08415  8.54487
C  -26.78468  -2.98481  7.53411
C  -27.90956  -2.06101  7.97412
O  -27.38730  -0.76583  7.56757
C  -26.03472  -0.82928  7.33208
O  -25.33934  0.12885  7.14188
O  -25.60722  -2.15462  7.33829
H  -27.50053  -4.28009  9.18279
H  -25.85622  -3.72428  9.26806
H  -26.34985  -4.94386  8.03405
H  -27.01251  -3.31828  6.51486
H  -28.03056  -2.15734  9.08630
H  -28.88024  -2.31870  7.45838
C  -27.19206  8.39496  12.71422
C  -26.27173  7.75792  13.70780
C  -24.99812  8.54614  14.12296
O  -25.11540  8.67921  15.58346
C  -26.31913  8.16830  15.99368
O  -26.61235  8.06314  17.14668
O  -26.91662  7.62852  14.95336
H  -27.20370  9.51600  12.63720
H  -28.24113  8.13870  12.97406
H  -27.03214  8.04030  11.73203
H  -26.03190  6.70020  13.45399
H  -24.91821  9.54393  13.67648
H  -24.10107  8.08844  13.78251
C  -30.39644  2.21733  11.82482
C  -30.16546  1.45091  10.59895
C  -30.94400  1.88020  9.38945
O  -30.02107  1.70786  8.28288
C  -28.80629  1.78831  8.79649
O  -27.81430  1.79162  8.09089
O  -28.76040  1.81032  10.08544
H  -30.22344  3.28332  11.67166
H  -29.63506  1.88473  12.56804
H  -31.37437  2.05342  12.20915
H  -30.16174  0.40764  10.63222
H  -31.12705  3.01010  9.39456
H  -31.81927  1.28447  9.23323
C  -28.20482  2.31883  5.09879
O  -27.08335  1.49351  5.37934
C  -26.41850  1.25718  4.07678
C  -25.28134  2.25065  3.86762
O  -24.46299  2.30306  5.01878
C  -23.48378  3.32722  5.13294
C  -22.81678  2.99038  6.42896
O  -23.81565  2.79308  7.41627
C  -23.16625  2.30708  8.62886
H  -28.48242  2.88661  5.97677
H  -29.02791  1.70303  4.65576
H  -27.95777  3.17882  4.52351
H  -27.15055  1.21795  3.26350
H  -26.02339  0.25388  4.17101
H  -25.70123  3.29326  3.64643
H  -24.62138  1.91199  3.08033
H  -23.83916  4.32583  5.09148
H  -22.72460  3.18219  4.31812
H  -22.05514  3.73177  6.71177
H  -22.37400  1.99062  6.32299
H  -22.87078  3.15134  9.25590
H  -22.30058  1.64815  8.40914
H  -23.91488  1.65893  9.09042
C  -22.06894  2.28386  12.11016
O  -22.64575  1.22007  11.34689
C  -21.92398  0.05742  11.70346
C  -22.65946  -1.12707  11.15369
O  -22.70934  -1.09785  9.77368
C  -23.31541  -2.17872  9.08885
C  -22.34240  -3.36188  8.94272
O  -22.11309  -4.01301  10.13405
C  -21.58112  -5.32219  9.84015
H  -22.57010  3.23212  11.76861
H  -20.94313  2.47437  12.08400
H  -22.25065  2.13099  13.17933
H  -21.85535  -0.07617  12.81927
H  -20.86695  0.07551  11.36903
H  -23.61014  -1.31542  11.65515
H  -22.06478  -1.95615  11.46978
H  -23.49637  -1.84733  8.10479
H  -24.27382  -2.49869  9.54997
H  -21.39264  -3.00771  8.55107
H  -22.71680  -4.09465  8.16224
H  -20.57907  -5.20826  9.47361
H  -22.23426  -5.82972  9.12105
H  -21.49309  -5.96304  10.74925
C  -31.26155  8.39708  9.58537
O  -32.43442  7.54790  9.76440
C  -32.19481  6.30455  9.12035
C  -32.98889  5.19702  9.81891
O  -32.49535  4.80179  11.03039
C  -33.02830  5.38539  12.20787
C  -31.98912  6.15984  12.96722
O  -30.93484  5.31338  13.49785
C  -29.69036  5.68014  12.92825
H  -31.68704  9.39130  9.75471
H  -30.90073  8.39929  8.59178
H  -30.38101  8.07801  10.15604
H  -31.14729  5.97252  9.30650
H  -32.38254  6.27530  8.03330
H  -33.03225  4.28578  9.17474
H  -33.96785  5.62178  9.99380
H  -33.40126  4.55919  12.94830
H  -33.90481  6.01454  12.01033
H  -32.50095  6.62396  13.90072
H  -31.56379  7.04911  12.49858
H  -29.61832  6.69524  12.62965
H  -29.48737  5.06892  12.00935
H  -28.90593  5.31324  13.60844
C  -19.07903  2.14989  19.03133
O  -19.70370  2.62579  17.83067
C  -20.97265  1.94595  17.62836
C  -21.28872  2.01670  16.19731
O  -22.63119  1.71454  15.94257
C  -22.92943  0.35961  15.59988
C  -23.60507  -0.50959  16.61284
O  -22.69975  -1.23466  17.40644
C  -23.33322  -2.19940  18.30756
H  -18.98868  1.05057  18.95073
H  -19.69997  2.35132  19.91966
H  -18.14170  2.75264  19.07623
H  -21.78206  2.47844  18.19537
H  -20.95145  0.96866  18.09135
H  -20.57506  1.39668  15.51574
H  -21.05628  3.07164  16.06815
H  -21.95928  -0.02677  15.27751
H  -23.63486  0.44580  14.82042
H  -24.36456  -1.20358  16.19784
H  -24.15189  0.14906  17.24657
H  -22.57538  -2.90605  18.68172
H  -24.04585  -2.86785  17.82914
H  -23.83410  -1.73008  19.15485
C  -26.70539  -0.07545  19.65565
O  -26.93044  1.33549  19.48118
C  -25.77950  2.08487  19.56783
C  -26.26940  3.52629  19.62260
O  -27.09203  3.86281  18.54887
C  -27.38421  5.30678  18.42978
C  -28.44964  5.37160  17.34013
O  -29.52741  4.38835  17.78659
C  -30.82353  4.87011  17.46794
H  -27.73285  -0.53124  19.43399
H  -26.37039  -0.28528  20.62757
H  -26.00216  -0.43885  18.85426
H  -25.10619  1.99451  18.74470
H  -25.28301  1.89910  20.53840
H  -25.39761  4.18165  19.58970
H  -26.80820  3.58006  20.61681
H  -26.47095  5.78090  18.09361
H  -27.69387  5.71947  19.38503
H  -28.05424  4.98268  16.38607
H  -28.79826  6.40745  17.29705
H  -31.16623  4.59717  16.44798
H  -30.82319  5.97482  17.60567
H  -31.51466  4.40590  18.18217
C  -29.86509  2.50002  20.82707
O  -29.72786  1.61037  19.69630
C  -30.99231  0.80964  19.43064
C  -31.90646  1.70369  18.54114
O  -31.13633  2.04291  17.39855
C  -32.04389  2.16086  16.31345
C  -32.50116  0.86943  15.63526
O  -31.51132  0.35516  14.71413
C  -32.01944  -0.51299  13.78462
H  -29.07825  3.28915  20.86391
H  -29.84241  1.85615  21.68669
H  -30.79479  2.96613  20.78139
H  -31.48462  0.66691  20.44252
H  -30.64502  -0.09382  19.00278
H  -32.24233  2.58458  19.08000
H  -32.88148  1.16826  18.28562
H  -31.38766  2.77804  15.57779
H  -32.88912  2.77253  16.54320
H  -33.44360  1.02108  15.05044
H  -32.74936  0.11663  16.30325
H  -32.56453  -1.34984  14.22533
H  -31.21173  -0.86998  13.21608
H  -32.71472  0.04882  13.19265

Force components x, y, z for each atom (eV/Å):
Mn -0.4 -0.1 0.2
Mn -1.1 -0.2 0.2
O 0.0 0.8 0.1
C 0.9 0.3 -0.2
O -0.2 -0.2 0.0
B -0.7 0.8 2.0
O 0.0 -1.7 -2.3
C -1.0 1.0 1.6
O 0.1 -0.3 0.3
O 2.4 -0.4 -0.3
C -1.1 -0.2 -3.0
O 0.1 0.1 1.6
C 1.5 -0.4 -0.7
O -0.3 0.0 -1.2
O -2.5 1.0 2.3
O 0.1 -0.1 -0.2
C 1.4 0.3 -0.4
O 0.7 0.2 0.7
B -0.2 0.9 2.5
O 1.3 0.3 -1.4
C -1.9 -2.5 -1.6
O 0.0 1.2 1.2
O -1.8 -0.5 -1.1
C 1.4 -1.3 2.0
O -0.9 1.1 -1.2
C -0.1 2.0 0.4
O 0.1 -0.2 -0.3
O -0.2 -1.6 -0.7
O -0.2 0.0 -1.0
C 0.4 -0.2 -0.6
O -1.8 1.1 0.9
B 0.7 -0.3 1.5
O 0.6 0.4 -1.3
C 2.7 -0.9 1.0
O -1.5 0.3 0.8
O -0.2 -0.1 -1.3
C 0.0 1.1 0.7
O -0.1 -0.3 0.3
C -0.4 -1.6 -2.6
O 0.4 -1.0 -0.7
O 0.3 1.6 2.5
C 0.3 -0.7 -1.6
C -1.3 -0.4 0.0
C 0.0 1.1 -0.7
O -0.7 0.1 0.9
C 5.3 0.4 2.2
O -6.0 -1.1 -1.0
O 2.1 1.1 -1.6
H 0.3 0.1 1.1
H -0.2 0.2 -0.3
H -0.2 0.9 0.4
H 0.4 -1.3 -0.2
H -0.4 -1.0 0.9
H 0.5 0.6 -0.1
C -0.8 1.6 1.4
C -1.1 -0.2 -0.7
C 0.3 -0.1 0.3
O 1.3 -0.1 -0.3
C -2.4 -3.0 1.0
O 0.6 -0.1 -0.1
O -1.0 2.6 0.2
H 0.6 0.3 -0.9
H 0.1 -0.5 -0.1
H 1.0 -2.1 -0.6
H 0.1 -0.4 0.3
H 0.0 0.8 -1.0
H 1.1 0.7 0.5
C -1.5 1.4 0.4
C 1.4 -0.2 0.2
C -0.9 1.0 0.0
O -0.1 -0.1 -0.9
C 2.7 -0.4 -0.5
O -0.7 0.3 -0.1
O -2.5 -0.4 1.1
H 0.5 -0.9 0.5
H 0.7 0.0 -0.1
H 0.3 -0.5 -1.1
H 0.0 0.9 -0.4
H -0.6 0.0 0.3
H 0.8 -0.9 0.5
C 1.7 0.0 1.3
C 1.4 2.0 -1.8
C 0.2 2.4 -0.5
O -0.6 -0.4 0.2
C 1.6 -0.2 -1.7
O -0.1 0.5 -0.1
O -1.1 -0.5 1.8
H -0.3 -0.2 -0.2
H -0.8 0.2 -0.2
H -0.9 -0.1 0.4
H 0.1 -1.8 0.7
H -0.2 -1.6 0.3
H -0.5 -0.1 -0.3
C -1.2 0.1 0.7
O 0.5 0.5 -1.9
C 0.5 -0.6 1.5
C -0.6 1.6 -0.3
O -1.1 0.0 0.8
C 1.3 -1.6 -1.0
C 0.2 -0.7 -0.4
O 1.4 0.4 1.1
C -0.3 -0.9 0.1
H -0.5 -0.8 0.8
H 0.6 0.7 0.4
H 0.5 0.3 -1.5
H 0.2 0.4 0.2
H 0.3 -0.2 0.0
H 0.6 -1.3 0.1
H -0.2 0.0 -0.8
H -0.9 0.9 0.0
H -0.5 0.3 0.5
H -0.3 -0.1 0.1
H 0.4 0.4 -0.2
H -0.2 -0.2 0.0
H -0.4 0.6 -0.2
H 0.7 0.3 0.2
C -0.2 1.8 -0.1
O 1.7 0.8 1.0
C -0.4 -0.7 0.3
C 0.7 -0.9 1.0
O -0.4 0.8 -1.2
C 0.9 -1.1 1.4
C -0.8 0.2 -1.3
O 0.0 -1.8 0.9
C -0.4 0.0 1.3
H 0.4 -0.8 0.5
H -1.2 -0.8 -0.8
H -0.4 0.0 0.0
H -0.3 0.2 -0.8
H -0.5 0.2 -0.3
H -0.5 0.5 -0.2
H 0.6 -1.0 0.3
H -0.3 0.6 -1.0
H 0.6 0.3 0.0
H 0.3 0.4 -0.3
H -0.1 0.8 0.6
H 0.6 0.0 -0.6
H 0.2 0.0 0.0
H -0.4 0.8 -0.4
C -1.7 0.1 0.6
O 1.5 -0.2 -0.8
C 0.9 -1.4 1.0
C -0.9 0.6 -1.6
O 0.9 -0.6 1.8
C -0.3 -1.1 1.1
C -0.4 0.7 2.9
O -0.7 1.2 -0.8
C 0.8 -3.0 -0.5
H 0.8 0.0 0.5
H 0.0 -0.2 -1.5
H -0.5 0.2 0.6
H -0.2 0.5 -0.4
H -0.1 0.4 0.3
H -0.2 0.7 0.2
H -0.8 -0.2 -0.4
H 0.7 1.1 -1.5
H 0.2 0.0 -0.2
H 0.4 -0.8 -1.3
H -0.1 -0.4 -0.7
H 0.1 1.0 0.2
H -0.3 0.6 0.3
H -0.1 0.7 0.0
C -0.1 0.7 -0.6
O -1.1 -0.9 0.4
C 0.7 0.6 2.3
C 1.1 -0.9 -1.3
O -0.4 0.5 0.3
C 1.1 0.2 -0.1
C -0.3 -0.6 1.0
O 0.1 -1.6 1.1
C 0.9 0.2 -0.6
H 0.6 0.5 0.2
H 0.1 0.1 -0.2
H -0.5 -1.0 0.3
H 0.5 -0.1 -0.4
H 0.2 -0.6 -0.2
H -1.0 1.0 1.2
H -0.4 0.3 -1.2
H -0.3 -0.7 -0.3
H -0.4 0.0 -1.3
H 0.5 0.3 -0.4
H -0.7 0.7 0.6
H 0.1 0.7 -0.1
H -0.3 0.3 -0.6
H 0.1 0.3 0.0
C -2.0 -0.2 -3.2
O -0.9 -1.3 -0.5
C 0.1 1.9 0.9
C 0.7 -0.1 1.7
O -0.9 0.2 -0.4
C 0.0 -1.5 -1.0
C -0.1 -1.4 1.0
O 1.5 1.4 -0.7
C -0.6 0.4 0.0
H 1.6 0.4 0.6
H 0.5 -0.3 1.4
H -0.5 0.3 0.9
H 0.5 -0.7 -0.7
H 0.1 0.0 -0.4
H 0.0 0.1 0.4
H 0.3 0.6 -1.0
H 0.1 0.2 0.0
H -0.2 -0.1 0.2
H -0.2 0.5 0.4
H -0.3 -0.4 -0.3
H 0.5 0.4 0.5
H -0.3 -0.7 -0.2
H 0.1 0.3 -0.2
C 1.4 -0.8 -0.6
O -0.8 -0.2 -0.8
C -0.2 3.0 1.9
C 0.2 -2.1 0.7
O -1.5 -0.7 0.4
C 2.6 0.9 -3.1
C 0.4 0.9 -2.3
O 0.6 1.6 2.5
C -1.4 -0.2 0.2
H -0.4 -0.9 -0.3
H 0.2 0.0 0.8
H -1.7 1.0 0.0
H 0.6 -0.2 -1.2
H 0.0 -0.8 -0.6
H 0.2 0.4 0.2
H 1.4 0.3 0.2
H -1.5 -1.2 0.6
H -0.7 0.4 0.5
H 0.6 0.4 0.3
H -0.3 -1.6 1.7
H 0.0 -0.3 0.1
H 0.6 -0.4 -0.8
H -0.7 0.1 -0.9

Atom charges from the Mulliken analysis, given in e for atoms 1 to 8: Mn 1.74; Mn 1.49; O -0.03; C -0.02; O -0.36; B -0.71; O 0.33; C -0.01

***

no.,E_tot (eV)
1,-9393.890
2,-29357.485
3,-243358.884